{
  "formula": "C45H63BIrN6O3S4",
  "method": "ωB97M-V/def2-TZVPD",
  "gap_ev": [7.62, 5.61],
  "spin_multiplicity": 6,
  "s_squared": 8.820,
  "e_lumo_ev": [-4.62, -7.31],
  "total_energy_ev": -109614.556,
  "charge": 2,
  "species": ["H", "C", "C", "C", "B", "O", "C", "C", "H", "H", "H", "H", "C", "C", "C", "H", "C", "H", "N", "O", "H", "C", "C", "C", "H", "H", "H", "N", "C", "C", "C", "H", "H", "C", "H", "C", "H", "C", "C", "H", "H", "C", "H", "C", "H", "H", "C", "H", "C", "C", "H", "H", "H", "Ir", "H", "H", "C", "S", "S", "C", "H", "H", "S", "H", "H", "H", "C", "H", "H", "N", "C", "H", "H", "N", "H", "S", "N", "H", "H", "C", "H", "H", "H", "O", "C", "H", "H", "C", "C", "H", "H", "C", "C", "H", "H", "H", "H", "C", "H", "H", "C", "H", "N", "H", "H", "C", "H", "H", "H", "C", "C", "C", "H", "H", "H", "C", "C", "H", "C", "H", "H", "C", "C"],
  "coordinates": [[-4.9516, 2.9667, 0.1980], [-0.5030, 1.6301, -2.0324], [-2.3159, 0.2045, 3.3254], [-2.5456, 2.1491, -3.0726], [3.3813, -3.5219, 2.0981], [0.7874, -1.4221, -1.0991], [6.2316, -1.4513, 0.9538], [-3.2782, 2.0302, -1.8577], [5.9884, -3.2548, -3.6335], [6.3749, -0.9026, -4.2685], [-3.1052, 1.6058, 0.2260], [1.8532, 0.5720, 5.1548], [-5.0351, 3.7097, -2.4423], [-0.8763, 1.0277, -5.4706], [-3.8272, -0.3567, 5.2836], [1.5289, -3.6607, -2.8091], [3.7361, -1.8227, -1.5307], [1.1532, 3.8236, 3.3849], [2.2978, -3.9953, 1.0366], [1.1260, 1.9209, 1.9829], [-0.5765, 1.2263, -6.5009], [4.4760, -2.7931, -2.1673], [-3.5825, -0.5079, 3.7826], [-1.5036, -1.6638, -2.4549], [-5.0470, 1.2535, -3.7815], [-5.6958, -0.4412, 3.3341], [-3.1040, 2.4091, -3.9613], [4.3101, -2.4144, 1.4853], [0.5494, 2.2976, 4.8358], [-3.4580, -2.0060, 3.4582], [-1.4787, 0.8860, 4.2168], [3.4192, 2.7154, -1.6261], [-1.5758, -3.8098, 0.2614], [-1.2161, 1.3959, -0.8127], [-0.5281, 3.7723, -6.0935], [-0.0663, 2.3009, 6.2359], [-1.0633, 2.7458, 6.2462], [-4.7857, 0.0734, 3.0234], [5.6490, -2.6394, 1.2347], [-6.4570, 2.4268, -0.5396], [7.2508, -1.1941, 0.7272], [-5.4572, 1.2568, -2.7704], [-2.1100, -2.4269, -2.9430], [-0.5313, 2.2290, -4.5784], [6.0752, -3.6230, 1.3059], [2.5093, 2.1141, 5.7145], [-5.3874, 2.2268, -0.4771], [-0.1232, 1.2972, 6.6627], [5.4233, -2.4682, -3.1524], [-2.6041, 1.6672, -0.7268], [-3.0258, -0.8045, 5.8741], [-0.0362, -3.7158, -3.6633], [-6.1002, 3.9380, -2.3905], [1.5346, 0.7585, -0.2926], [1.3319, 2.5978, -5.5635], [-4.4984, 4.4667, -1.8675], [4.9018, -0.1730, -2.8612], [-0.1414, -2.4799, -1.6480], [0.1797, -2.5549, 1.9697], [-4.7782, 2.3044, -1.8758], [1.3266, 4.2931, 5.0784], [-0.3449, 0.1308, -5.1392], [2.5482, -0.3424, 1.6527], [1.4952, 1.4767, -4.2096], [-4.6891, -0.0503, 1.9430], [2.4874, 1.7386, 3.9848], [1.9368, 1.6351, 4.9186], [-4.7536, -0.8670, 5.5474], [4.0942, -4.4691, 2.3060], [-0.4274, 0.9647, 0.1849], [0.9940, 2.3833, -4.5489], [-3.9339, 0.6892, 5.5752], [2.9963, -2.0665, -0.7835], [5.2346, -0.5001, 1.0442], [-3.3528, -2.1805, 2.3855], [4.9759, 1.5422, -3.0815], [0.3539, -4.5758, 0.1753], [-2.0942, -1.1583, -1.6915], [0.5657, 2.8977, 6.8929], [0.6943, 3.7564, 4.3700], [-4.7308, 3.7969, -3.4860], [-4.9079, 1.1368, 3.2360], [-1.0659, 4.3461, -4.5130], [0.8182, 1.4937, -1.9640], [-0.8639, 0.8318, 1.5161], [-1.9472, 0.8158, -5.4657], [-1.7619, 0.9098, 5.2552], [0.9665, -3.7331, 1.0640], [-1.1092, 3.5078, -5.2101], [-6.5244, 1.4699, -2.8463], [-5.2666, 1.2346, -0.0354], [1.2891, -5.3829, -0.3680], [4.0764, -1.1093, 1.3543], [3.4807, -5.4039, -0.0194], [4.5586, 1.4555, 1.2510], [-0.2766, 4.2552, 4.3409], [-2.6116, -0.3256, 1.2310], [3.7800, 1.7340, -1.8991], [-5.3406, 0.2542, -2.3518], [4.3275, -3.8320, -1.9015], [2.4972, -5.0067, 0.1617], [-1.1246, -0.9440, -3.1795], [3.3420, 0.6401, -1.3336], [1.0383, -6.1653, -1.0634], [-4.3569, -2.5243, 3.7969], [3.9597, -0.4917, -1.8854], [0.9709, -2.2260, -3.7194], [6.2465, 1.1874, 1.7233], [-1.2967, -5.0179, -1.0179], [5.6462, -1.1592, -3.5119], [-1.1756, 2.0028, -3.2005], [0.0486, 1.4720, 2.4464], [2.8112, -3.1067, 3.0621], [1.3044, 3.2108, -3.9083], [5.8198, 1.2283, -0.0009], [-0.3152, 1.5383, 3.8443], [-1.0859, -4.7463, 0.0136], [-1.4443, -5.5279, 0.6796], [5.4780, 0.9353, 0.9953], [-2.1433, 3.3859, -5.5327], [-2.5982, -2.4447, 3.9650], [-1.9805, 0.1919, 1.9421], [0.6615, -3.0808, -3.1176]],
  "forces_ev_per_angstrom": [[0.0, 0.0, 0.0], [0.1, 0.1, -0.1], [0.0, 0.0, 0.0], [-0.2, 0.0, 0.1], [0.1, 0.1, 0.0], [-0.1, -0.3, -0.1], [-0.2, 0.0, 0.0], [0.0, 0.0, -0.2], [0.0, 0.0, 0.0], [0.0, 0.0, 0.0], [0.0, 0.0, 0.0], [0.0, 0.0, 0.0], [0.0, 0.0, 0.0], [0.0, 0.0, 0.0], [0.0, 0.0, 0.0], [0.0, 0.0, 0.0], [0.0, 0.0, -0.1], [0.0, 0.0, 0.0], [-0.3, -0.3, 0.2], [0.1, 0.5, -0.1], [0.0, 0.0, 0.0], [0.0, 0.1, 0.0], [0.1, 0.0, 0.0], [0.0, 0.2, -0.1], [0.0, 0.0, 0.0], [0.0, 0.0, 0.0], [0.0, 0.0, 0.0], [0.3, -0.4, 0.1], [0.0, 0.0, 0.0], [0.0, 0.0, 0.0], [0.0, 0.0, -0.1], [0.0, 0.0, 0.0], [0.0, -0.1, 0.0], [0.0, 0.1, 0.1], [0.0, 0.0, 0.0], [0.0, 0.0, 0.0], [0.0, 0.0, 0.0], [0.0, 0.0, 0.0], [-0.1, 0.2, 0.0], [0.0, 0.0, 0.0], [0.0, 0.0, 0.0], [0.0, 0.0, 0.0], [0.0, 0.0, 0.0], [0.0, 0.0, 0.0], [0.0, 0.0, 0.0], [0.0, 0.0, 0.0], [0.0, 0.0, 0.0], [0.0, 0.0, 0.0], [0.0, 0.0, 0.0], [0.1, 0.0, 0.0], [0.0, 0.0, 0.0], [0.0, 0.0, -0.1], [0.0, 0.0, 0.0], [0.6, -0.7, 0.2], [0.0, 0.0, 0.0], [0.0, 0.0, 0.0], [0.1, 0.0, 0.0], [0.1, 0.8, -0.4], [-0.1, -0.2, 0.0], [0.0, 0.0, 0.0], [0.0, 0.0, 0.0], [0.0, 0.0, 0.0], [-0.6, 0.2, -0.2], [0.0, 0.0, 0.0], [0.0, 0.0, 0.0], [0.0, 0.0, 0.0], [0.0, 0.0, 0.0], [0.0, 0.0, 0.0], [-0.1, 0.0, 0.0], [-0.1, -0.3, 0.5], [0.0, 0.0, 0.0], [0.0, 0.0, 0.0], [0.0, 0.0, -0.1], [0.3, 0.2, 0.0], [0.0, 0.0, 0.0], [0.1, 0.0, -0.1], [-0.2, -0.3, 0.5], [0.0, 0.0, 0.0], [0.0, 0.0, 0.0], [0.0, 0.0, 0.0], [0.0, 0.0, 0.0], [0.0, 0.0, 0.0], [0.0, 0.0, 0.0], [0.0, 0.0, 0.1], [0.1, 0.2, -0.1], [0.0, 0.0, 0.0], [0.0, 0.0, 0.0], [-0.1, 0.3, 0.2], [0.0, 0.0, 0.0], [0.0, 0.0, 0.0], [0.0, 0.0, 0.0], [0.3, -0.1, -0.2], [0.0, 0.2, -0.2], [0.0, -0.1, 0.0], [0.0, 0.0, 0.0], [0.0, 0.0, 0.0], [0.0, 0.0, 0.0], [0.1, 0.0, 0.1], [0.0, 0.0, 0.0], [0.0, 0.0, 0.0], [0.1, 0.0, -0.2], [-0.1, 0.0, 0.0], [-0.1, 0.1, -0.3], [0.0, 0.0, 0.0], [0.0, 0.0, 0.0], [0.0, 0.1, 0.2], [0.0, 0.0, 0.0], [0.0, 0.0, 0.0], [0.0, 0.0, 0.0], [0.0, 0.0, 0.0], [0.1, 0.0, -0.1], [0.1, 0.0, 0.0], [0.0, 0.0, -0.1], [0.0, 0.0, 0.0], [-0.1, 0.0, 0.1], [-0.2, -0.1, 0.1], [0.0, -0.2, 0.2], [0.0, -0.1, 0.0], [0.1, 0.0, -0.1], [0.0, 0.0, 0.0], [0.0, 0.0, 0.0], [-0.1, -0.1, 0.1], [0.1, 0.0, -0.1]]
}